1.
# C61H74I2N12O7PS2

8 unconnected molecules or ions with the total composition C61H74I2N12O7PS2 (ωB97M-V/def2-TZVPD, the Open Molecules 2025 dataset).

CARTESIAN COORDINATES (ANGSTROEM)
C -0.033 -3.959 3.193
C 0.511 -2.987 2.356
C 0.340 -1.464 2.516
N 0.324 -0.568 1.301
N 1.626 -0.045 1.107
C 2.595 -0.801 1.090
S 3.746 -1.870 1.086
C -0.524 0.660 1.711
C -0.043 1.333 3.010
I 1.859 2.362 3.268
C -0.739 1.294 4.179
C -0.239 1.974 5.494
I -2.592 0.263 4.460
C -0.771 1.653 0.457
C -2.309 1.780 0.143
C -3.326 2.227 1.256
C -4.717 1.537 0.969
C -5.259 0.581 2.080
O -0.101 2.868 0.851
C -0.776 3.992 0.822
N -1.482 4.875 0.843
N -0.144 1.237 -0.793
C 0.319 2.264 -1.690
C 1.786 2.798 -1.511
O 2.519 2.905 -2.746
C 3.850 3.105 -2.378
O 4.531 3.916 -2.894
C -0.146 -0.158 -1.217
C -1.069 -0.520 -2.469
C -2.290 0.368 -2.819
O -2.225 1.547 -3.056
N -3.625 -0.203 -3.083
C -4.665 0.841 -2.941
C -3.629 -0.581 -4.551
C 1.284 -0.384 -1.898
C 1.397 -1.920 -2.453
C 2.926 -2.396 -2.719
O 1.839 -2.036 -3.810
C -0.319 -1.136 0.047
P -1.892 -2.087 0.225
O -3.198 -1.674 -0.645
O -2.530 -2.170 1.764
S -1.565 -3.971 -0.243
H 0.661 -4.474 3.894
H -1.109 -4.233 3.102
H 1.121 -3.349 1.482
H -0.619 -1.342 3.098
H 1.091 -1.168 3.298
H -1.546 0.221 1.868
H 0.648 1.432 5.909
H -0.044 3.062 5.352
H -1.013 1.914 6.299
H -2.394 2.512 -0.697
H -2.631 0.748 -0.160
H -2.970 2.178 2.305
H -3.512 3.318 1.074
H -4.740 0.962 0.007
H -5.495 2.335 0.835
H -5.369 1.067 3.075
H -4.557 -0.280 2.187
H -6.259 0.190 1.777
H -0.348 3.167 -1.667
H 0.233 1.950 -2.762
H 2.326 2.038 -0.877
H 1.774 3.740 -0.912
H 4.303 2.518 -1.528
H -0.519 -0.468 -3.451
H -1.435 -1.581 -2.470
H -4.557 1.473 -2.036
H -5.663 0.336 -2.853
H -4.744 1.512 -3.836
H -3.395 -1.666 -4.625
H -4.631 -0.360 -4.969
H -2.829 0.010 -5.054
H 2.164 -0.158 -1.283
H 1.389 0.139 -2.872
H 0.681 -2.707 -2.042
H 3.614 -1.664 -3.209
H 3.055 -3.390 -3.206
H 0.429 -1.946 -0.171
H -3.593 -2.451 -1.084
H -3.100 -2.965 1.770
N 5.005 9.080 -0.392
C 3.753 9.085 0.074
C 2.879 8.016 -0.053
C 3.326 6.878 -0.703
C 4.620 6.849 -1.197
C 5.415 7.970 -1.014
H 3.448 9.999 0.571
H 1.874 8.076 0.347
H 2.673 6.021 -0.824
H 5.004 5.978 -1.710
H 6.436 7.995 -1.380
N -1.494 -8.735 0.056
C -1.206 -9.832 0.762
C -0.365 -9.843 1.864
C 0.215 -8.648 2.256
C -0.067 -7.496 1.538
C -0.925 -7.594 0.454
H -1.681 -10.743 0.415
H -0.170 -10.762 2.399
H 0.880 -8.614 3.112
H 0.367 -6.543 1.814
H -1.179 -6.720 -0.137
N -0.246 -1.187 -6.675
C -0.796 -0.983 -7.877
C -0.247 -1.442 -9.063
C 0.944 -2.150 -9.005
C 1.535 -2.372 -7.772
C 0.903 -1.874 -6.643
H -1.725 -0.422 -7.873
H -0.739 -1.250 -10.008
H 1.405 -2.524 -9.912
H 2.465 -2.920 -7.687
H 1.322 -2.023 -5.654
N -5.351 8.235 -0.024
C -5.858 8.380 -1.251
C -5.267 7.867 -2.396
C -4.080 7.166 -2.262
C -3.534 7.004 -0.998
C -4.207 7.554 0.081
H -6.786 8.939 -1.306
H -5.725 8.013 -3.365
H -3.585 6.750 -3.132
H -2.608 6.464 -0.853
H -3.820 7.450 1.090
N -0.609 0.657 9.198
C -1.755 1.341 9.138
C -2.210 2.176 10.146
C -1.434 2.308 11.287
C -0.242 1.607 11.373
C 0.123 0.801 10.307
H -2.329 1.203 8.227
H -3.146 2.709 10.042
H -1.754 2.950 12.099
H 0.390 1.683 12.248
H 1.049 0.235 10.327
N 4.454 -4.984 -7.005
C 3.946 -5.677 -5.981
C 3.574 -7.009 -6.059
C 3.733 -7.664 -7.270
C 4.256 -6.967 -8.346
C 4.600 -5.637 -8.162
H 3.837 -5.121 -5.055
H 3.169 -7.520 -5.195
H 3.453 -8.705 -7.373
H 4.395 -7.444 -9.307
H 5.017 -5.052 -8.974
N 3.266 -1.743 4.461
C 3.496 -2.844 5.185
C 4.355 -2.886 6.271
C 5.018 -1.722 6.629
C 4.798 -0.569 5.892
C 3.917 -0.632 4.826
H 2.957 -3.730 4.866
H 4.501 -3.805 6.823
H 5.699 -1.714 7.471
H 5.298 0.358 6.140
H 3.705 0.240 4.220

Maximum force in eV/A: 5.80
Total charge: +1
Total energy in eV: -143811.1697
Gap between HOMO and LUMO in hartree: 0.2440

2.
# C61H78F4IN11O6P

9 unconnected molecules or ions with the total composition C61H78F4IN11O6P (ωB97M-V/def2-TZVPD, the Open Molecules 2025 dataset).

CARTESIAN COORDINATES (ANGSTROEM)
C -2.228 0.584 5.388
C -2.400 0.419 3.746
C -0.912 0.157 3.112
I -0.620 -1.963 2.475
N -0.456 1.177 2.090
C -1.036 1.129 0.849
P -2.347 0.173 -0.051
C -1.899 -1.373 -0.981
C -0.641 -1.245 -2.076
C -4.129 0.380 0.497
C -5.092 -0.015 -0.814
C -0.331 2.340 -0.055
C -0.017 2.078 -1.640
O -1.208 2.005 -2.517
C -0.784 2.127 -3.947
F 0.445 1.330 -4.258
F -0.581 3.560 -4.341
F -1.859 1.540 -4.831
C 0.794 3.189 0.856
C 0.161 4.676 0.678
C 1.102 5.963 1.048
C 1.732 6.699 -0.319
O 0.241 6.989 1.638
C 0.389 7.159 3.074
C 1.871 7.585 3.619
C 3.138 8.121 2.731
C 4.632 8.478 3.383
C 4.829 8.254 5.028
C 3.570 7.754 5.953
C 2.116 7.419 5.265
O 2.215 2.918 0.661
C 2.820 3.518 -0.512
N 3.284 3.899 -1.684
C 0.565 2.328 2.282
C 0.252 3.513 3.333
C 0.644 3.014 4.997
C 2.055 3.795 5.648
O 0.505 4.136 6.080
C 1.940 1.390 2.469
O 2.066 0.165 1.881
N 3.126 1.777 3.344
C 4.290 0.939 2.865
O 4.909 1.308 1.737
F 4.779 -0.321 3.519
H -2.062 1.728 5.585
H -1.321 -0.027 5.828
H -3.184 0.202 5.988
H -2.829 1.457 3.353
H -3.184 -0.431 3.480
H -0.146 0.227 4.011
H -1.653 -2.351 -0.365
H -2.831 -1.682 -1.663
H -0.566 -2.336 -2.557
H 0.391 -1.031 -1.566
H -0.897 -0.537 -2.979
H -4.358 1.536 0.684
H -4.476 -0.206 1.456
H -4.379 -0.046 -1.771
H -5.547 -1.106 -0.715
H -5.895 0.810 -1.050
H -1.282 3.060 -0.136
H 0.593 3.011 -2.069
H 0.707 1.164 -1.719
H -0.056 4.806 -0.491
H -0.910 4.832 1.182
H 1.981 5.579 1.709
H 1.006 6.555 -1.256
H 2.808 6.315 -0.582
H 1.801 7.883 -0.181
H -0.343 8.051 3.385
H 0.032 6.246 3.737
H 3.034 8.270 1.575
H 5.491 8.845 2.670
H 5.888 8.475 5.481
H 3.695 7.626 7.118
H 1.250 7.049 5.996
H -0.844 3.917 3.373
H 1.075 4.377 3.284
H 0.446 1.819 5.321
H 2.502 4.652 4.953
H 2.556 3.374 6.617
H 3.319 2.801 3.324
N 3.686 -1.872 -2.823
C 4.136 -3.116 -2.464
C 3.540 -4.039 -3.294
C 2.707 -3.327 -4.189
C 2.818 -1.990 -3.878
H 3.953 -1.002 -2.380
H 4.838 -3.237 -1.650
H 3.691 -5.110 -3.259
H 2.092 -3.744 -4.976
H 2.354 -1.116 -4.314
N -1.122 -6.282 -1.224
C -1.420 -7.175 -2.219
C -0.525 -6.982 -3.248
C 0.347 -5.938 -2.856
C -0.043 -5.526 -1.601
H -1.621 -6.193 -0.348
H -2.243 -7.870 -2.112
H -0.502 -7.533 -4.178
H 1.171 -5.531 -3.428
H 0.354 -4.762 -0.947
N 4.913 9.365 -1.003
C 5.295 10.354 -1.871
C 5.858 9.756 -2.977
C 5.807 8.357 -2.770
C 5.216 8.143 -1.545
H 4.474 9.514 -0.103
H 5.136 11.396 -1.628
H 6.260 10.271 -3.839
H 6.163 7.587 -3.443
H 4.988 7.230 -1.013
N -8.679 -0.763 -2.431
C -9.318 0.372 -2.002
C -9.908 0.095 -0.789
C -9.610 -1.252 -0.473
C -8.848 -1.757 -1.503
H -8.164 -0.852 -3.297
H -9.299 1.276 -2.596
H -10.489 0.788 -0.196
H -9.918 -1.796 0.411
H -8.413 -2.736 -1.655
N -4.000 -8.614 -4.586
C -3.892 -9.943 -4.904
C -5.153 -10.414 -5.196
C -6.052 -9.330 -5.054
C -5.313 -8.231 -4.680
H -3.232 -8.011 -4.323
H -2.931 -10.438 -4.895
H -5.398 -11.429 -5.482
H -7.123 -9.350 -5.210
H -5.608 -7.211 -4.471
N 4.924 -3.096 4.993
C 4.144 -3.745 5.914
C 4.596 -5.042 6.016
C 5.691 -5.178 5.131
C 5.874 -3.960 4.514
H 4.817 -2.130 4.712
H 3.335 -3.231 6.415
H 4.182 -5.807 6.660
H 6.283 -6.068 4.961
H 6.596 -3.636 3.777
N -6.165 -4.263 -4.588
C -4.872 -4.334 -5.036
C -4.576 -3.150 -5.672
C -5.729 -2.333 -5.601
C -6.694 -3.043 -4.923
H -6.653 -4.994 -4.088
H -4.275 -5.220 -4.865
H -3.630 -2.901 -6.136
H -5.843 -1.333 -5.999
H -7.710 -2.787 -4.653
N 4.404 -5.793 0.915
C 4.853 -7.037 1.274
C 4.258 -7.961 0.444
C 3.424 -7.248 -0.451
C 3.536 -5.912 -0.140
H 4.671 -4.924 1.358
H 5.555 -7.158 2.088
H 4.409 -9.032 0.479
H 2.810 -7.665 -1.238
H 3.072 -5.037 -0.576

Maximum force in eV/A: 12.22
Total charge: +1
Total energy in eV: -121419.2086
Gap between HOMO and LUMO in hartree: 0.1639

no.,HOMO level (eV)
1,-10.81
2,-9.36